[1]
64
Properties=species:S:1:pos:R:3:mulliken_charge:R:1 method="wB97M-V/def2-TZVPD" homo_energy_ev=-11.397 homo_lumo_gap_ev=5.7 total_charge=+1
C -2.68 -4.28 -2.46 -0.426
H 4.98 -0.99 -2.35 -0.275
N -2.93 -0.38 0.39 -0.147
C -2.86 -2.47 -0.94 0.369
Br 0.76 0.83 -5.51 -0.343
H 3.00 -0.98 5.57 0.448
B 2.64 -0.29 -1.41 0.601
O -4.82 -1.17 -0.66 -0.552
B 3.83 0.97 -1.15 1.045
H -0.05 -4.00 -0.36 0.450
B 2.13 1.38 -1.10 0.590
C -4.42 2.88 -0.14 -0.028
C -3.65 -1.29 -0.44 -0.062
N -1.78 0.94 2.40 -0.120
H -3.05 -4.87 -3.29 0.461
Br 2.05 -2.39 -3.80 -0.345
H -0.85 -5.41 -2.23 0.455
C -1.46 -4.59 -1.88 -0.850
C -3.40 -3.21 -1.98 -0.751
C 4.30 1.40 -2.72 -0.536
H 3.61 3.51 -1.53 -0.275
C 1.38 0.35 6.04 -0.401
N 0.57 -0.13 3.44 0.263
H -2.46 3.58 2.62 0.604
C -0.71 -3.10 2.72 -0.549
N -0.91 -4.00 3.41 0.048
C -3.25 0.86 0.51 0.853
C -2.59 1.62 1.66 0.921
Br 0.27 3.47 -2.74 -0.354
H 4.59 1.04 -0.25 -0.302
B 2.49 -0.61 -3.15 -0.252
H 2.21 -1.35 3.25 0.460
C -1.01 -3.80 -0.83 -0.182
H 4.23 0.22 -4.95 -0.256
H 3.39 2.99 -4.45 -0.257
H -0.35 1.66 6.11 0.539
Br -0.57 -0.14 -2.10 -0.312
H -1.08 -4.79 4.01 0.253
H -4.36 -2.93 -2.39 0.523
C -1.34 1.39 3.68 -0.077
O -1.95 2.18 4.34 -0.580
B 3.11 2.15 -3.67 0.310
Cl -5.46 3.73 -1.17 -0.135
B 1.67 2.13 -2.65 -0.064
B 3.25 2.46 -1.93 0.644
B 1.89 0.89 -3.93 -0.434
Br 1.21 1.89 0.57 -0.409
C -3.78 3.61 0.99 0.098
C 1.66 -0.71 3.92 -0.317
C -2.92 3.02 1.83 -0.892
C 0.24 0.97 5.53 -0.681
C -0.12 0.70 4.22 0.220
C -4.16 1.58 -0.35 -0.844
Pb -0.48 -0.82 1.06 1.647
H 5.32 1.73 -2.86 0.714
Cl -4.14 5.26 1.18 -0.132
B 3.62 0.48 -3.97 0.300
B 4.07 -0.25 -2.42 0.582
B 1.29 0.42 -2.34 -0.318
H -4.62 1.07 -1.19 0.637
N -1.69 -2.75 -0.37 0.129
Br 2.37 -1.73 -0.07 -0.403
H 1.69 0.54 7.06 0.449
C 2.10 -0.49 5.22 -0.750

[2]
101
Properties=species:S:1:pos:R:3:lowdin_spin:R:1 method="wB97M-V/def2-TZVPD" homo_energy_ev="-14.286 / -14.286" de_lowest_ev=0.3461 homo_lumo_gap_ev="5.9 / 3.0" spin_multiplicity=2 total_charge=+3
C 0.18 -0.83 -2.93 0.000
C 0.53 3.19 -5.95 0.068
H 2.84 -4.98 3.32 0.000
H 1.68 -6.69 4.93 0.000
C -4.26 2.22 -2.59 0.039
H 3.68 1.43 1.34 0.000
C -2.23 0.46 2.75 0.000
H -2.85 2.99 -1.17 0.002
N -3.37 1.09 2.63 0.000
H -7.45 1.33 -1.88 -0.002
H -5.01 2.76 1.90 0.000
H 0.78 -6.15 6.34 0.000
C 2.27 -2.95 2.95 0.000
H 2.84 4.89 -2.05 -0.001
As 2.04 0.00 2.60 0.000
C 2.74 3.83 -2.27 -0.002
H -1.48 2.45 0.41 0.000
H 0.15 -1.02 -6.77 0.000
C 0.80 -3.33 2.80 0.000
N 1.07 1.82 0.18 0.000
H -5.90 1.51 -3.82 0.001
H -0.03 3.02 -6.86 0.002
As -0.30 -2.37 1.51 0.000
H 2.91 -3.93 1.13 0.000
N 1.53 3.98 -0.14 0.000
H -3.85 3.88 1.17 -0.001
C -0.26 -3.46 -0.09 0.000
C 0.95 3.11 0.64 0.000
C 0.16 -0.97 -5.69 0.000
H 0.28 -3.22 3.75 0.000
C 1.20 -5.83 5.39 0.000
O 1.28 -0.75 -0.79 0.000
H 3.61 4.04 -4.85 0.004
C 2.38 -1.59 3.65 0.000
H 0.45 3.38 1.55 0.000
C 2.96 -4.02 3.83 0.000
C 1.38 -0.98 -3.62 0.001
N -1.28 0.89 1.88 0.000
C -5.58 1.77 -2.82 0.061
C 1.30 -3.09 6.40 0.000
N -3.48 2.07 -4.97 0.134
C -1.47 2.71 -4.60 0.111
H 0.79 1.32 4.35 0.000
H -2.22 -2.29 3.18 0.000
H 0.10 3.17 -2.57 0.002
H 0.70 -4.38 2.50 0.000
C 0.18 -0.72 -1.47 0.000
H 2.29 -1.16 -5.55 0.000
C 3.73 0.44 1.79 0.000
C -1.90 1.86 1.20 0.000
Ir 0.31 -0.07 0.93 0.000
H 0.43 -2.89 5.77 0.000
H 4.49 0.45 2.57 0.000
H -2.01 -3.87 2.45 0.000
C 1.95 3.61 -3.55 0.007
H 0.38 -5.49 4.75 0.000
C -6.00 2.00 -0.46 0.090
C -4.22 2.85 1.16 -0.002
C -1.04 -0.77 -3.61 0.001
H 3.99 -0.30 1.04 0.000
H -1.96 -0.68 -3.06 0.000
H 0.93 -3.49 7.34 0.000
H 1.71 -1.54 4.51 0.000
H 1.98 2.35 3.51 0.000
C 2.97 -2.94 1.59 0.000
H -6.68 1.91 0.38 0.004
C 0.62 3.27 -3.51 0.051
H 2.36 3.68 -6.93 -0.002
As 2.56 -4.47 5.75 0.000
O -2.07 2.73 -3.40 -0.018
C -4.69 2.46 -0.23 0.008
C -3.84 2.59 -1.30 0.057
H -2.06 -0.29 3.50 0.000
C -2.03 -2.80 2.24 0.000
C 1.80 1.37 3.94 0.000
N -3.14 1.98 1.64 -0.001
H -1.98 -0.81 -5.54 0.000
C -0.10 3.05 -4.71 0.040
C -1.04 -0.84 -5.00 0.000
H 4.04 -3.81 3.81 0.000
N 2.06 3.24 -1.12 0.000
N -2.34 2.31 -5.55 0.145
H 3.39 -1.44 4.03 0.000
H -2.83 -2.59 1.53 0.000
H 2.52 1.20 4.75 0.000
H 2.31 -1.06 -3.08 0.000
H 3.74 3.40 -2.35 0.000
H 4.03 -2.70 1.70 0.000
C 1.37 -1.04 -5.00 0.000
O -0.89 -0.52 -0.79 0.000
C -3.33 2.33 -3.66 0.114
H 2.53 -2.22 0.89 0.000
C -6.43 1.67 -1.74 -0.006
H -0.49 -4.49 0.21 0.000
H 2.11 1.16 -1.58 0.000
H 0.73 -3.43 -0.54 0.000
C 1.80 1.95 -0.92 0.000
H -1.01 -3.11 -0.79 0.000
H 1.82 -2.17 6.63 0.000
C 1.86 3.55 -5.99 -0.005
C 2.56 3.76 -4.80 0.096

[3]
33
Properties=species:S:1:pos:R:3:mulliken_charge:R:1 method="wB97M-V/def2-TZVPD" homo_energy_ev=-9.106 de_lowest_ev=0.0293 homo_lumo_gap_ev=9.0 smiles="O=S(=O)(Nc1ccnn1-c1ccccn1)c1ccc(Cl)cc1F"
C 2.99 -0.77 -0.21 -0.524
H -0.43 -0.98 1.91 0.571
C -0.95 2.85 -0.08 -0.475
H 4.06 1.83 1.59 0.379
C 1.68 -0.93 0.36 0.814
C -1.41 1.84 0.75 -0.582
C -1.16 -2.81 -0.67 -0.451
H 4.82 0.40 -0.25 0.392
C 2.18 0.82 1.86 -0.395
O -2.86 -0.09 2.58 -0.695
C -0.14 -3.16 -1.65 -0.366
N 0.97 -2.56 -1.34 -1.235
H -0.25 -3.82 -2.51 0.460
N 1.36 -0.14 1.41 -0.273
C -1.04 2.77 -1.48 0.059
C -2.24 0.65 -1.23 0.431
H -0.43 3.69 0.40 0.365
S -2.55 -0.61 1.25 1.106
N 0.73 -1.82 -0.19 0.758
H 3.25 -1.41 -1.08 0.358
Cl -0.38 4.13 -2.40 -0.197
C 3.44 1.01 1.27 -0.502
H -1.27 1.94 1.83 0.476
O -3.65 -1.44 0.72 -0.645
C 3.84 0.24 0.21 -0.359
C -2.10 0.74 0.17 0.252
H -1.89 1.65 -3.08 0.483
C -0.56 -2.03 0.24 -0.060
N -1.13 -1.52 1.40 -0.305
F -2.87 -0.38 -1.83 -0.272
H -2.16 -3.23 -0.62 0.452
C -1.70 1.69 -2.03 -0.410
H 1.85 1.43 2.71 0.392

[4]
14
Properties=species:S:1:pos:R:3:mulliken_charge:R:1 method="wB97M-V/def2-TZVPD" homo_energy_ev=-9.741 de_lowest_ev=2.8529 homo_lumo_gap_ev=10.2 smiles="O=CCC(=O)CC=O"
H 1.75 1.05 1.14 0.341
O -1.98 -0.31 0.42 -0.409
H 0.44 -2.32 -0.93 0.329
C 0.96 -0.33 -0.14 0.576
H -0.02 0.45 1.59 0.304
H -1.62 -0.43 -1.67 0.218
C -0.05 1.71 -0.07 0.112
O 2.07 -0.60 -0.39 -0.533
H -0.42 2.70 0.52 0.231
C 0.65 0.80 0.72 -0.633
C -0.07 -1.45 -0.31 -0.519
C -1.42 -0.80 -0.49 0.231
H 0.01 -1.91 0.84 0.224
O -0.30 1.44 -1.22 -0.469

[5]
27
Properties=species:S:1:pos:R:3:mulliken_charge:R:1 method="wB97M-V/def2-TZVPD" homo_energy_ev=-7.417 de_lowest_ev=5.3001 homo_lumo_gap_ev=7.8 smiles="C/C([SiH3])=C1/C=CC=CC1.C=C"
C -1.78 1.22 2.21 -0.549
H 2.27 -0.83 0.59 0.289
C 1.35 1.64 -1.00 -1.080
H -1.11 -0.46 -3.47 -0.110
H -3.26 -1.37 0.96 0.400
H 1.92 -2.35 -0.09 0.340
H 2.12 1.01 -0.48 0.120
Si 0.20 -0.34 -2.72 0.522
C -2.73 0.35 1.93 -0.509
H -1.70 -1.02 -0.91 0.216
H 1.71 1.97 -1.96 0.470
C 1.60 -1.66 0.60 -0.719
H 1.06 0.48 -3.54 -0.211
C 0.25 0.66 -1.03 0.582
H 0.30 1.01 1.65 0.230
H -0.53 2.57 1.26 0.318
H -1.71 1.78 3.16 0.330
H -0.21 -2.57 1.35 0.260
C -2.49 -0.62 0.93 -0.679
C -0.79 0.76 -0.10 0.552
C -0.70 1.41 1.26 -0.582
H 1.17 2.61 -0.38 0.231
C 0.53 -1.76 1.33 -0.365
H -3.62 0.41 2.52 0.415
H 0.27 -0.93 2.03 0.183
C -1.70 -0.33 -0.10 -0.511
H 0.97 -1.62 -2.50 -0.142

[6]
16
Properties=species:S:1:pos:R:3:mulliken_charge:R:1 method="wB97M-V/def2-TZVPD" homo_energy_ev=-8.234 de_lowest_ev=4.0685 homo_lumo_gap_ev=9.0 smiles="C=CC.C=CO"
H 4.07 0.60 -1.61 0.292
O -1.97 -0.24 0.15 -0.485
C -2.89 -1.09 0.67 0.129
C -4.21 -1.07 0.39 -0.819
H -4.58 -1.31 -0.60 0.275
H 4.05 -0.99 -0.86 0.262
C 2.80 1.95 0.04 -0.726
C 2.77 0.59 0.04 0.002
H 3.60 2.42 -0.51 0.242
H -4.98 -0.95 1.16 0.220
H 2.62 0.17 1.02 0.369
H 2.13 2.45 0.76 0.254
H -2.50 -1.62 1.53 0.313
H -2.44 0.31 -0.49 0.362
C 3.40 -0.12 -1.10 -0.915
H 2.71 -0.47 -1.87 0.223

[7]
102
Properties=species:S:1:pos:R:3:mulliken_charge:R:1 method="wB97M-V/def2-TZVPD" homo_energy_ev=-9.307 de_lowest_ev=8.8288 homo_lumo_gap_ev=9.4 smiles=CC(C)O.CC(C)O.CC(C)O.CC(C)O.CC(C)O.CC(C)O.CC(C)O.CC(C)O.CO
C -4.50 -3.31 2.64 -1.696
H 3.86 4.09 -2.62 0.392
H -3.93 -0.44 1.79 0.040
H 1.42 -1.48 3.70 -0.509
H -2.43 -2.49 -0.94 0.638
H 3.03 -2.68 4.45 0.398
H -0.93 1.13 -0.26 -1.289
H 0.76 0.67 -0.07 -0.305
H 4.75 3.52 0.31 0.190
C -0.48 0.18 -3.28 0.205
H 1.02 5.99 -1.82 0.529
H -5.66 0.58 -0.61 0.440
H 6.73 3.11 1.05 0.407
H -1.41 3.34 -1.35 -0.084
C 1.18 -2.43 4.18 1.495
H 0.24 2.26 0.50 0.768
O -0.29 -0.24 -5.67 -0.589
H 1.88 -2.01 -2.84 0.460
O 2.22 -1.42 0.30 -0.581
C 2.13 2.75 -1.94 -0.416
C -3.68 -0.93 2.75 -1.162
C 2.25 -1.47 -1.99 -1.476
C 1.90 -2.14 -0.67 0.556
H 2.61 4.40 -0.78 0.147
O -2.44 -2.74 1.76 -0.597
H -0.11 -1.66 -0.71 -0.161
H -4.37 0.75 -1.72 0.368
H -5.00 -3.34 1.67 0.323
H 0.09 1.10 -3.43 -0.131
C -4.32 -1.24 -0.86 0.348
H 0.63 -4.36 3.54 0.548
H 3.11 -1.09 0.19 0.304
H -2.24 -1.01 -0.26 -0.739
H 1.83 2.47 -2.96 0.603
H 0.89 -0.94 -4.41 0.074
H -0.12 -0.21 -2.33 -0.581
H 1.61 0.86 2.55 0.205
H -2.45 2.05 -1.55 -0.173
H 0.08 -3.07 2.43 -0.119
H 0.46 2.19 2.76 0.520
H -5.24 -3.01 3.38 0.396
H 1.92 -0.45 -2.13 0.073
H 3.16 1.06 0.29 -0.473
H -2.49 -1.03 -1.99 -0.247
H 0.58 -0.99 1.28 -0.923
H -1.31 0.75 2.11 0.197
H 3.33 -1.45 -2.09 0.632
H -1.81 -2.02 1.58 -0.330
H 2.60 -2.93 -0.50 0.428
C -4.64 0.29 -0.79 -1.559
H 1.70 -3.52 2.38 0.134
H -2.90 -0.32 3.11 0.177
C -0.69 -2.11 -4.40 -0.990
C -0.29 0.52 1.81 0.520
C -2.11 2.98 -2.08 0.002
C 4.90 2.44 0.50 0.554
H -2.82 -2.54 3.59 0.272
C 3.60 1.72 1.02 -0.674
H -0.38 -2.74 -5.19 0.416
H -1.58 0.34 -3.29 0.576
C -0.14 -0.69 -4.49 0.246
H 5.80 2.99 2.43 0.382
O -3.24 3.83 -2.17 -0.583
H -1.22 -0.21 -5.95 0.438
C 0.62 1.13 2.85 -1.835
C 5.99 2.45 1.51 -1.749
H -0.27 -3.26 5.57 0.364
C -0.03 -2.27 5.08 -1.306
C -0.03 1.18 0.43 0.749
C -2.80 -1.47 -1.04 0.488
H 0.43 4.82 -2.92 0.319
H -3.70 3.67 -2.97 0.339
H 0.25 4.59 -1.26 0.434
O 3.04 4.59 -2.72 -0.529
H -4.27 -4.35 2.81 0.409
H -1.53 2.91 -2.95 0.386
C 0.42 -2.54 -0.61 -0.760
O 5.28 1.89 -0.55 -0.539
H -5.89 -1.83 -1.53 0.469
H 0.16 -3.08 0.32 0.105
H 5.63 2.58 -1.15 0.428
C 2.28 4.28 -1.80 0.696
H -4.02 0.78 -0.04 0.238
H 2.83 2.44 1.36 0.329
O -4.98 -1.69 -1.83 -0.544
C 0.93 4.94 -1.94 -1.884
H 0.55 0.87 3.90 0.260
H 3.80 1.08 1.84 0.664
H 3.02 2.18 -1.72 0.343
O 2.14 -2.70 4.97 -0.596
H 0.11 -3.25 -1.43 0.442
H -0.89 -1.94 4.51 0.079
H 0.18 -1.54 5.89 0.357
C -3.24 -2.42 2.65 1.106
C 0.85 -3.45 3.07 -0.764
H -4.48 -0.82 3.48 0.554
H -1.81 -2.14 -4.55 0.330
H 1.30 2.34 -1.28 -0.552
H -4.61 -1.67 0.01 0.003
H 6.43 1.50 1.81 0.379
O -0.23 -0.74 1.77 1.715
H -0.48 -2.69 -3.46 0.059

[8]
49
Properties=species:S:1:pos:R:3:mulliken_charge:R:1 method="wB97M-V/def2-TZVPD" homo_energy_ev=-8.949 de_lowest_ev=0.0000 homo_lumo_gap_ev=9.7 smiles="O=C(NCCN1CCNC1=O)[C@@H]1CCC(=O)N(Cc2ccccc2F)C1"
H -0.79 3.68 0.81 0.345
H 4.80 0.00 -0.93 0.398
C 3.73 0.14 -1.11 -0.906
H -3.01 -0.38 2.11 0.315
H -1.46 -2.47 -2.74 0.435
H -0.50 1.42 -1.22 0.462
H 0.43 -2.33 0.56 0.084
C -0.31 1.87 -0.24 1.048
H 3.05 0.27 1.66 0.200
H 2.55 -2.72 1.82 0.377
H -2.36 -2.63 2.11 0.378
O 1.19 -1.08 -1.61 -0.664
H -0.59 0.02 0.83 0.050
N 1.18 -1.66 0.62 0.135
O -4.37 1.91 0.05 -0.705
C 3.38 1.64 -0.97 -0.762
C -2.17 -2.60 1.04 -0.462
C -2.49 -1.45 0.34 0.467
H -0.77 1.48 1.82 0.246
H 1.69 -1.40 2.64 0.360
H -1.38 -4.59 0.99 0.379
O 1.64 2.06 1.15 -0.694
C -3.08 -0.25 1.03 -1.291
H 4.23 -1.05 1.44 0.467
H 3.68 2.01 0.01 0.399
H -2.56 3.04 -1.59 0.270
C 3.21 -0.72 1.22 -0.508
H -2.96 4.06 -0.22 0.371
F -2.52 -0.36 -1.77 -0.408
H -0.91 -4.52 -1.44 0.392
C -1.61 -3.70 0.41 -1.048
H -4.13 -0.13 0.76 0.401
N -2.42 0.98 0.63 0.133
N 1.95 1.84 -1.08 -0.080
C 1.73 -1.14 -0.52 0.409
C -1.66 -2.54 -1.68 -0.552
C -2.23 -1.45 -1.03 0.996
N 2.98 -0.69 -0.21 0.098
H 3.89 2.21 -1.75 0.388
C -2.42 3.16 -0.51 -0.544
C -0.99 1.04 0.84 -0.922
H 1.52 1.52 -1.93 0.331
C 2.14 -1.71 1.70 -0.759
C 1.18 1.92 0.03 -0.288
H -0.45 3.93 -0.90 0.346
C -0.94 3.27 -0.19 -1.038
C -3.16 1.97 0.10 0.789
H 3.48 -0.19 -2.12 0.383
C -1.36 -3.67 -0.95 -0.223

[9]
88
Properties=species:S:1:pos:R:3:mulliken_charge:R:1 method="wB97M-V/def2-TZVPD" homo_energy_ev=-9.714 homo_lumo_gap_ev=8.9 smiles="O=C1OC(=O)C(CCCCl)=C1I.O=C1OCCO1.O=C1OCCO1.O=C1OCCO1.O=C1OCCO1.O=C1OCCO1.O=C1OCCO1.O=C1OCCO1"
H -3.92 0.63 3.13 0.251
C -4.60 -0.01 0.50 0.634
H -2.27 -0.33 -6.22 0.242
O 5.38 4.92 -10.76 -0.534
C -0.86 -3.76 1.32 -0.405
H -1.69 2.50 -6.78 0.264
C -1.27 2.30 -5.73 -0.271
H 2.52 3.19 -8.86 0.207
H 3.21 1.84 -11.51 0.258
C 0.24 -2.64 7.78 -0.011
O 4.45 -2.30 7.87 -0.527
O -4.38 -0.72 1.64 -0.216
C 4.57 -4.89 10.06 -0.311
O 0.37 1.14 2.22 -0.334
H 5.37 -5.46 10.53 0.292
O -0.51 -3.07 8.91 -0.338
H 4.82 -6.11 8.29 0.249
O 3.67 -4.42 8.01 -0.313
H -2.20 1.37 -3.88 -0.090
H 0.66 5.23 -0.68 0.291
H 3.79 -4.70 10.80 0.267
C -3.01 0.24 -5.59 -0.331
C 0.59 0.45 -4.98 0.266
H 3.20 -6.18 9.01 0.291
O -5.32 1.11 0.75 -0.312
C -5.78 1.03 2.09 -0.367
C 0.66 0.94 -7.26 -0.129
O -0.15 5.16 -2.60 -0.317
C 1.73 0.75 2.37 -0.129
H -0.98 -3.60 0.25 0.322
H -2.00 5.16 0.03 0.317
C 0.20 -2.76 3.02 0.734
C 4.05 -5.54 8.82 -0.289
C -2.48 1.60 -4.95 -0.332
I 0.41 0.62 -2.84 0.170
H 1.26 -3.02 7.86 -0.004
H -5.23 -0.50 3.52 0.305
O -0.94 1.46 0.41 -0.535
O 0.39 -3.26 1.77 -0.351
C -0.11 1.25 -5.94 0.203
H -0.43 6.57 -1.13 0.290
H -2.13 -2.04 1.66 0.071
C 4.53 4.10 -10.56 0.607
C -1.18 -4.20 8.53 0.630
H 0.14 -3.48 5.79 0.012
O -1.77 -4.91 9.29 -0.544
H -1.00 3.24 -5.18 0.313
C 2.38 1.27 1.13 -0.421
H 1.78 -0.34 2.44 0.072
C -0.26 5.49 -1.22 -0.350
H -6.80 0.62 2.10 0.272
C 1.35 -0.56 -5.91 0.523
H 0.27 -1.55 7.73 0.342
O 1.30 1.25 0.19 -0.192
C 2.83 2.69 -10.95 -0.341
H -1.15 3.67 -0.44 -0.159
H -3.39 -0.50 -4.83 0.293
C 3.21 2.64 -9.50 -0.016
O 1.08 -2.41 3.76 -0.589
H 1.75 2.77 -11.09 0.273
H -3.36 2.31 -4.99 0.474
O 5.06 -3.64 9.59 -0.326
O -1.68 4.53 -4.14 -0.614
H 2.73 2.30 1.24 0.244
H -0.91 -4.84 1.52 0.273
H 3.29 1.62 -9.13 0.211
H -1.31 -2.58 6.27 0.161
H -2.75 -3.55 2.35 0.308
C -4.79 0.10 2.73 -0.313
O -2.22 4.56 -1.95 -0.308
O 0.72 1.78 -8.15 -0.513
O -1.13 -2.70 3.33 -0.270
H 2.16 1.18 3.28 0.329
C -1.38 4.73 -3.00 0.598
O 3.48 3.87 -11.40 -0.328
C -1.85 -2.98 2.13 -0.046
C 0.15 1.30 0.90 0.596
H -5.80 2.01 2.56 0.299
C -0.51 -3.23 6.62 0.044
C 4.40 -3.35 8.44 0.676
O -4.21 -0.34 -0.58 -0.534
C -1.43 4.68 -0.77 0.241
O -1.09 -4.40 7.19 -0.355
O 4.48 3.29 -9.47 -0.337
O 1.23 -1.76 -5.71 -0.506
H 3.20 0.65 0.79 0.325
Cl -4.52 0.61 -6.60 -0.236
O 1.69 -0.06 -7.21 -0.297